Record 1
A structure of composition C42H41N14O4PTi. Source: the OMol25 dataset; level of theory: wB97M-V/def2-TZVPD.

Structure (ORCA input):
```
! RIJCOSX wB97M-V def2-TZVPD def2/J DEFGRID3
* xyz -2 3
Ti -0.3595 0.4196 0.1460
O 3.5157 -0.0309 0.7593
C 2.4651 0.1582 0.2083
O 1.3005 -0.3045 0.5785
C 2.3639 0.9413 -1.1085
C 3.4654 1.5170 -1.6889
C 3.3091 2.1230 -2.9303
C 2.0705 2.0963 -3.5253
C 1.0153 1.4993 -2.8475
N 1.1612 0.9414 -1.6531
H 4.4104 1.4687 -1.1630
H 4.1460 2.6037 -3.4246
H 1.9035 2.5368 -4.5009
H 0.0246 1.4577 -3.2834
N -2.9365 0.3010 -2.3707
C -2.6387 -0.8477 -1.6657
N -3.3831 -1.9264 -1.7486
N -2.7294 -2.8229 -0.9678
N -1.6692 -2.2989 -0.4674
N -1.5497 -1.0064 -0.9218
C -2.3705 1.5270 -2.0803
N -2.6741 2.6108 -2.7552
N -1.8593 3.5658 -2.2180
N -1.1268 3.0712 -1.2910
N -1.4337 1.7309 -1.1564
H -3.8496 0.3278 -2.7872
O -3.6286 -0.1691 1.1558
C -2.7675 -0.4788 1.9407
N -1.4010 -0.2778 1.8045
C -0.7777 -0.5483 3.0233
O 0.3669 -0.3434 3.3288
C -1.8419 -1.1058 3.9775
C -1.7374 -1.5609 5.2701
C -2.9081 -2.0001 5.8983
C -4.1226 -1.9698 5.2265
C -4.1973 -1.4978 3.9129
C -3.0325 -1.0726 3.3219
H -0.7771 -1.5723 5.7738
H -2.8707 -2.3677 6.9171
H -5.0184 -2.3154 5.7290
H -5.1358 -1.4682 3.3713
N -1.5830 6.3751 4.0172
C -1.2856 7.4915 4.7730
C -2.0746 8.4776 5.3396
C -1.4264 9.4918 6.0632
C -0.0394 9.4845 6.2016
C 0.7484 8.4798 5.6288
C 0.1239 7.4669 4.8981
N 0.6629 6.3880 4.2448
C -0.3818 5.7232 3.7079
C -0.3372 4.5466 2.9468
C -1.5104 3.8796 2.4445
C -1.3939 2.7504 1.6929
N -0.2020 2.1810 1.3584
C 0.9105 2.7818 1.8644
C 0.9006 3.9067 2.6242
H -2.4928 6.0872 3.7166
H -3.1525 8.4701 5.2293
H -2.0096 10.2864 6.5153
H 0.4373 10.2794 6.7660
H 1.8268 8.4766 5.7451
H -2.5094 4.2472 2.6520
H -2.2860 2.2617 1.3287
H 1.8526 2.2948 1.6453
H 1.8269 4.3263 2.9955
C -0.4081 -5.1194 -1.7344
C 0.6717 -4.1568 -2.2593
C 1.7899 -4.9830 -2.9022
C 0.0106 -3.2800 -3.3450
P 1.2181 -2.9417 -0.8764
C 2.8974 -2.5222 -1.5895
C 2.8528 -1.6144 -2.6549
C 4.0039 -1.1616 -3.2915
C 5.2543 -1.5634 -2.8420
C 5.3303 -2.4255 -1.7555
C 4.1716 -2.9032 -1.1476
C 1.5850 -3.9457 0.6987
C 2.3402 -2.9969 1.6505
C 2.3312 -5.2764 0.5545
C 0.2276 -4.2143 1.3848
H -0.8419 -5.6584 -2.5876
H -1.2148 -4.5896 -1.2285
H 0.0085 -5.8651 -1.0520
H 1.3556 -5.6338 -3.6753
H 2.2970 -5.6202 -2.1708
H 2.5427 -4.3544 -3.3777
H -0.6756 -3.8877 -3.9447
H 0.7534 -2.8493 -4.0204
H -0.5703 -2.4633 -2.9077
H 1.8905 -1.2394 -2.9819
H 3.9206 -0.4704 -4.1219
H 6.1572 -1.1936 -3.3183
H 6.2962 -2.7267 -1.3656
H 4.2834 -3.5783 -0.3123
H 3.2643 -2.5893 1.2434
H 2.5802 -3.5445 2.5712
H 1.7247 -2.1397 1.9168
H 3.2641 -5.2005 -0.0059
H 1.7154 -6.0335 0.0656
H 2.5761 -5.6517 1.5583
H -0.3909 -3.3174 1.3897
H 0.4129 -4.5200 2.4247
H -0.3464 -5.0017 0.8940
*
```

The total energy comes out at -3883.7289 Ha. As for the energy above the lowest of the compared OMol25 structures with the same formula, charge and spin: 5.1 kcal per mole. The expectation value of S² is 2.0210.

=====

Record 2
A structure of composition C42H42AsBiN2S4SeSi2. Source: the OMol25 dataset; level of theory: wB97M-V/def2-TZVPD.

Structure (ORCA input):
```
! RIJCOSX wB97M-V def2-TZVPD def2/J DEFGRID3
* xyz -2 1
Bi -0.4311 1.0899 -0.1077
S 2.0328 3.1074 -1.7426
C 1.7046 3.8821 -0.2766
N 1.0836 3.4068 0.7775
C 0.9923 4.3273 1.8022
C 0.3868 4.1005 3.0392
C 0.3618 5.1164 3.9791
C 0.9320 6.3618 3.7123
C 1.5400 6.6018 2.4891
C 1.5672 5.5858 1.5445
S 2.2402 5.5724 -0.0540
H -0.0558 3.1339 3.2354
H -0.1104 4.9385 4.9386
H 0.9017 7.1441 4.4612
H 1.9856 7.5652 2.2731
S 1.1194 -2.3775 1.3428
C 2.6990 -2.6058 0.6729
C 3.8174 -2.9776 1.4462
C 5.0583 -3.1818 0.8739
C 5.2491 -3.0154 -0.4963
C 4.1673 -2.6314 -1.2785
C 2.9163 -2.4276 -0.7101
As 1.3386 -1.8390 -1.6820
C 0.5064 -3.5751 -2.0425
C -0.7165 -3.5859 -2.7078
C -1.3568 -4.7834 -2.9956
C -0.7845 -5.9868 -2.6068
C 0.4258 -5.9827 -1.9271
C 1.0673 -4.7836 -1.6462
C 2.1912 -1.5920 -3.4527
C 2.7457 -0.3314 -3.6827
C 3.3182 -0.0146 -4.9063
C 3.3322 -0.9530 -5.9306
C 2.7777 -2.2074 -5.7176
C 2.2152 -2.5247 -4.4859
H 3.6762 -3.1040 2.5132
H 5.8942 -3.4699 1.5042
H 6.2232 -3.1725 -0.9442
H 4.3020 -2.4883 -2.3451
H -1.1875 -2.6470 -2.9756
H -2.3120 -4.7741 -3.5073
H -1.2876 -6.9233 -2.8198
H 0.8689 -6.9172 -1.6019
H 2.0033 -4.7823 -1.1003
H 2.7141 0.4231 -2.9010
H 3.7379 0.9728 -5.0582
H 3.7694 -0.7059 -6.8913
H 2.7838 -2.9452 -6.5125
H 1.7887 -3.5089 -4.3302
S -2.9511 4.8831 -1.4943
C -3.0348 4.7597 0.2126
C -2.3711 3.6659 0.6742
C -1.7610 2.8980 -0.3590
C -1.9824 3.4471 -1.5890
C -1.5061 2.9146 -2.8666
C -1.6119 3.6075 -4.0732
C -1.1208 3.0226 -5.2243
C -0.5441 1.7629 -5.1541
C -0.4855 1.1459 -3.9152
N -0.9506 1.7030 -2.8073
H -3.5696 5.5018 0.7838
H -2.3025 3.4075 1.7214
H -2.0524 4.5958 -4.0951
H -1.1794 3.5495 -6.1694
H -0.1354 1.2700 -6.0254
H -0.0382 0.1656 -3.8026
C -2.3814 -2.4870 1.7941
Si -3.5215 -1.4359 0.7510
C -4.8365 -2.5712 0.0043
C -4.4273 -0.1857 1.8263
Se -2.5091 -0.4812 -1.0250
H -2.9401 -2.9895 2.5908
H -1.5995 -1.8744 2.2432
H -1.8832 -3.2375 1.1781
H -5.3880 -3.0909 0.7934
H -4.3725 -3.3191 -0.6411
H -5.5472 -1.9991 -0.5952
H -5.0518 -0.7037 2.5614
H -5.0662 0.4511 1.2110
H -3.7189 0.4505 2.3563
C -2.0017 -1.0976 5.5296
Si -0.6759 0.1110 4.9746
C 1.0033 -0.7045 5.0336
C -0.7133 1.6207 6.1001
C -1.0015 0.6456 3.2636
C -1.0284 0.9395 2.0815
H -1.8515 -1.4072 6.5671
H -1.9786 -1.9870 4.8978
H -2.9947 -0.6518 5.4413
H 1.2005 -1.1534 6.0111
H 1.7899 0.0206 4.8175
H 1.0552 -1.4781 4.2622
H -0.5103 1.3434 7.1380
H -1.6880 2.1112 6.0606
H 0.0413 2.3460 5.7882
*
```

The total energy comes out at -8758.8956 Ha.

=====

Record 3
A cluster of 3 separate species, C42H42NO10PS2 in total. Source: the OMol25 dataset; level of theory: wB97M-V/def2-TZVPD.

Structure (ORCA input):
```
! RIJCOSX wB97M-V def2-TZVPD def2/J DEFGRID3
* xyz 0 1
C 0.7537 -3.9243 5.7043
C 0.5884 -3.4017 4.2798
O -0.3330 -3.7795 3.6071
O 1.5616 -2.5517 3.8888
C 1.2324 -1.7322 2.7712
C 2.5551 -1.2016 2.1560
C 2.8857 -2.0105 0.8850
C 4.3904 -1.9825 0.5394
C 4.7757 -3.1418 -0.4210
C 5.8285 -4.0999 0.2085
C 5.2141 -5.4492 0.6954
C 5.2658 -5.4588 2.2277
O 5.1999 -6.7999 2.7704
P 5.2036 -6.8114 4.3847
O 3.9050 -6.4632 4.9797
O 6.4575 -5.9898 4.9705
C 6.1705 -4.5847 5.2291
C 7.3510 -3.7645 4.7087
C 7.5264 -2.4249 5.4239
S 6.1315 -1.2892 5.0347
O 5.5476 -8.3998 4.7146
N 6.8031 -8.5547 5.4113
C 6.6063 -8.6641 6.6258
S 6.2753 -8.5682 8.1618
H -0.1161 -3.6194 6.2830
H 0.7967 -5.0096 5.6273
H 1.6758 -3.5238 6.1257
H 0.6099 -0.8731 3.0392
H 0.7243 -2.2762 1.9736
H 2.4919 -0.1299 1.9654
H 3.3393 -1.3825 2.8987
H 2.3165 -1.6159 0.0372
H 2.5971 -3.0501 1.0736
H 4.6404 -1.0253 0.0739
H 4.9341 -2.0489 1.4882
H 5.2267 -2.6980 -1.3119
H 3.8833 -3.7045 -0.7018
H 6.2729 -3.5485 1.0448
H 6.6457 -4.2617 -0.4978
H 5.7609 -6.2715 0.2374
H 4.1615 -5.4467 0.4110
H 6.2181 -5.0251 2.5342
H 4.4041 -4.8907 2.5951
H 6.0131 -4.4574 6.3005
H 5.2625 -4.2701 4.7112
H 7.2835 -3.5534 3.6394
H 8.2625 -4.3435 4.8902
H 7.6724 -2.5091 6.5007
H 8.4185 -1.9535 5.0052
H 6.7261 -0.1106 5.3313
O -1.2543 1.2728 1.7729
C -2.2362 1.0961 1.0794
C -3.1243 -0.0722 1.3172
C -2.8271 -0.9480 2.3551
C -3.6586 -2.0239 2.6079
C -4.7945 -2.2294 1.8306
C -5.0886 -1.3665 0.7873
C -4.2511 -0.2890 0.5219
C -4.5638 0.6177 -0.6151
O -5.5130 0.4021 -1.3414
C -3.6861 1.7996 -0.8394
C -3.9809 2.6787 -1.8747
C -3.1917 3.7988 -2.0779
C -2.1038 4.0464 -1.2464
C -1.7977 3.1670 -0.2210
C -2.5836 2.0388 -0.0163
H -1.9509 -0.8046 2.9715
H -3.4232 -2.7048 3.4153
H -5.4482 -3.0665 2.0378
H -5.9671 -1.5272 0.1777
H -4.8299 2.4865 -2.5165
H -3.4255 4.4859 -2.8822
H -1.4942 4.9269 -1.4014
H -0.9508 3.3564 0.4242
O -7.3798 7.5409 -9.1414
C -6.7209 7.3610 -8.1379
C -6.3285 5.9880 -7.7189
C -6.7062 4.9038 -8.5024
C -6.3175 3.6236 -8.1445
C -5.5485 3.4198 -7.0030
C -5.1830 4.4950 -6.2107
C -5.5754 5.7816 -6.5613
C -5.1903 6.9245 -5.6899
O -4.5810 6.7399 -4.6552
C -5.5644 8.2985 -6.1189
C -5.1833 9.3825 -5.3366
C -5.4980 10.6697 -5.7391
C -6.1944 10.8802 -6.9251
C -6.5877 9.8028 -7.7015
C -6.2790 8.5086 -7.2999
H -7.2997 5.0650 -9.3917
H -6.6094 2.7812 -8.7577
H -5.2364 2.4198 -6.7314
H -4.5897 4.3377 -5.3206
H -4.6385 9.2167 -4.4175
H -5.1976 11.5126 -5.1306
H -6.4316 11.8873 -7.2420
H -7.1320 9.9646 -8.6217
*
```

The total energy comes out at -3570.5883 Ha. As for the energy above the lowest of the compared OMol25 structures with the same formula, charge and spin: 0.0 kcal per mole.

=====

Record 4
A structure of composition C42H42O3P2W. Source: the OMol25 dataset; level of theory: wB97M-V/def2-TZVPD.

Structure (ORCA input):
```
! RIJCOSX wB97M-V def2-TZVPD def2/J DEFGRID3
* xyz 2 3
W 0.5477 -2.0793 -4.6561
C 0.9229 -4.0519 -4.8378
C 2.1691 -3.3606 -4.4958
C 3.1877 -3.0414 -5.5526
C 2.6426 -2.1360 -6.6872
C 1.3069 -1.4918 -6.4033
C 0.0200 -2.1531 -6.6561
C -0.1782 -3.5959 -7.0434
C 0.7105 -4.5518 -6.2481
C -0.0785 -1.1397 -0.8088
H 0.5085 -4.6864 -4.0627
H 2.5820 -3.6119 -3.5210
H 3.6316 -3.9753 -5.9567
H 4.0491 -2.5238 -5.0916
H 3.3652 -1.3115 -6.8387
H 2.6357 -2.6833 -7.6463
H 1.2952 -0.4092 -6.5086
H -0.7740 -1.5008 -7.0116
H -0.0516 -3.7333 -8.1334
H -1.2317 -3.8910 -6.8552
H 0.2010 -5.5266 -6.1728
H 1.6610 -4.7863 -6.7510
H -0.6425 -2.0731 -0.7161
H -0.6040 -0.4522 -1.4857
H 0.0483 -0.6711 0.1746
P 1.4795 -1.6264 -1.4796
P 0.2769 1.3564 -2.8040
C 1.7395 -1.1015 -3.2090
C 1.3865 0.2401 -3.7209
C 2.9167 -0.9837 -0.6549
C 4.2106 -0.9941 -1.1996
C 5.2952 -0.7874 -0.3419
C 5.0840 -0.5252 1.0219
C 3.7905 -0.4297 1.5240
C 2.7111 -0.6400 0.6841
C 1.5179 -3.4440 -1.3177
C 0.3869 -4.2052 -1.6803
C 0.2801 -5.5342 -1.2698
C 1.2849 -6.1085 -0.4908
C 2.4404 -5.3810 -0.1821
C 2.5628 -4.0550 -0.5995
C 0.3202 3.1518 -2.8610
C 1.1278 3.8841 -1.9559
C 1.1083 5.2759 -2.0011
C 0.2727 5.9402 -2.9113
C -0.5496 5.2130 -3.7826
C -0.5354 3.8199 -3.7542
C -1.2140 0.6693 -3.4980
C -2.4377 0.9242 -2.8746
C -3.4959 0.0165 -3.0449
C -3.3318 -1.1235 -3.8364
C -2.1933 -1.3306 -4.6101
C -1.1288 -0.3725 -4.5462
H 2.7378 -1.3890 -3.5942
H 2.1961 0.7118 -4.2827
H 4.3406 -1.1778 -2.2699
H 6.3016 -0.8460 -0.7369
H 5.9321 -0.4063 1.6881
H 3.5985 -0.2049 2.5738
H 1.6976 -0.5446 1.0458
H -0.4297 -3.7606 -2.2585
H -0.6105 -6.1099 -1.5219
H 1.1673 -7.1223 -0.1139
H 3.2242 -5.8242 0.4261
H 3.4352 -3.4650 -0.3079
H 1.7511 3.3437 -1.2400
H 1.7414 5.8560 -1.3253
H 0.2564 7.0301 -2.9433
H -1.2093 5.7242 -4.4854
H -1.1789 3.2287 -4.4105
H -2.5652 1.8229 -2.2627
H -4.4379 0.2180 -2.5338
H -4.1328 -1.8650 -3.8452
H -2.1060 -2.2048 -5.2787
H -0.7108 0.0020 -5.5033
O -1.1512 -1.9637 4.9215
C -0.8569 -0.8210 5.3899
C -1.2823 -0.3851 6.6972
C -0.9171 0.8494 7.2023
C -0.1189 1.7337 6.4527
C 0.3004 1.3679 5.1684
C -0.0546 0.1405 4.6274
C 0.3866 -0.1673 3.2450
O 0.9959 0.6667 2.5742
O 0.0791 -1.3855 2.7957
H -0.4723 -1.8434 3.5594
H -1.8998 -1.0781 7.2658
H -1.2533 1.1399 8.1987
H 0.1704 2.7039 6.8610
H 0.9104 2.0354 4.5574
*
```

The total energy comes out at -2600.3696 Ha. The expectation value of S² is 2.0772.

=====

The calculation returns the following largest force on an atom values, one per record and in order: 1.38, 0.12, 2.00, 5.02 eV Å⁻¹.